No. 1
The molecule C3H8N2 at a distorted geometry. Source: the OMol25 dataset; level of theory: ωB97M-V/def2-TZVPD.

Summary:
- structure (SMILES) = C=NNCC
- LUMO (Eh) = 0.042
- HOMO level (eV) = -8.50
- energy above the lowest of the compared OMol25 structures with the same formula, charge and spin (kJ/mol) = 303.8

Cartesian coordinates (Å):
N (1.16453, -0.30598, -0.23357)
N (0.39565, 0.73828, 0.19364)
C (2.43618, -0.19747, -0.01573)
C (-1.00840, 0.68187, -0.33331)
C (-1.68517, -0.64707, 0.12974)
H (0.23208, 0.81603, 1.18401)
H (-0.90140, 0.65348, -1.51192)
H (-1.47032, 1.60619, -0.04240)
H (2.94015, 0.71904, 0.34069)
H (-1.82042, -0.70200, 1.25734)
H (-2.58018, -0.94754, -0.44267)
H (3.18736, -0.96788, -0.34334)
H (-0.89006, -1.44695, -0.18248)

Atoms 1-2, force components in eV/Å:
N 2.511 -0.795 0.323
N -1.959 1.490 -0.544

Need the Mulliken charges? In units of e they are:
1. N -0.265
2. N -0.336
3. C -0.351
4. C -0.341
5. C -0.874
6. H 0.254
7. H 0.224
8. H 0.313
9. H 0.291
10. H 0.247
11. H 0.321
12. H 0.233
13. H 0.284

=====

No. 2
A structure of composition C3H8N2 at a distorted geometry. Source: the OMol25 dataset; level of theory: ωB97M-V/def2-TZVPD.

Summary:
- LUMO (Eh) = 0.034
- HOMO level (eV) = -7.59
- energy above the lowest of the compared OMol25 structures with the same formula, charge and spin (kJ/mol) = 507.5

Cartesian coordinates (Å):
N (0.47122, -0.73419, 1.81221)
N (-0.13891, -1.09972, -0.40740)
C (-0.54472, 0.51043, -1.47279)
C (0.49318, -0.02629, 0.17968)
C (-0.41678, 1.14164, -0.12108)
H (0.07128, 2.11063, -0.07190)
H (0.52756, -1.82395, -0.66390)
H (-1.51617, 0.18721, -1.82281)
H (1.55884, 0.15310, 0.04543)
H (-0.47353, -0.89613, 2.14994)
H (-1.33048, 1.12419, 0.46598)
H (1.12749, -1.43826, 2.14576)
H (0.17102, 0.79133, -2.23911)

Atoms 1-2, force components in eV/Å:
N 0.478 2.281 -1.023
N -1.305 2.401 -3.706

Need the Mulliken charges? In units of e they are:
1. N -0.703
2. N -0.482
3. C -0.434
4. C 0.092
5. C -0.346
6. H 0.272
7. H 0.224
8. H 0.269
9. H 0.261
10. H 0.184
11. H 0.218
12. H 0.174
13. H 0.270

=====

No. 3
The molecule C3H8N2 at a distorted geometry. Source: the OMol25 dataset; level of theory: ωB97M-V/def2-TZVPD.

Summary:
- structure (SMILES) = [H]/N=C/NCC
- LUMO (Eh) = 0.037
- HOMO level (eV) = -8.65
- energy above the lowest of the compared OMol25 structures with the same formula, charge and spin (kJ/mol) = 251.6

Cartesian coordinates (Å):
N (-1.91395, -2.20396, -0.58263)
N (-0.30503, -0.42825, -0.26940)
C (0.18028, 0.99361, 0.07940)
C (1.83710, 1.01411, -0.00674)
C (-1.46676, -1.14923, 0.07436)
H (0.39677, -0.80065, -0.94854)
H (-0.02832, 1.08770, 1.12488)
H (2.16441, 1.27841, -0.96097)
H (-2.65044, -2.65281, -0.07458)
H (-2.17085, -0.92297, 0.88565)
H (-0.49100, 1.69528, -0.44467)
H (2.31988, 0.14064, 0.53289)
H (2.12791, 1.94813, 0.59035)

Atoms 1-2, force components in eV/Å:
N 2.620 1.885 0.147
N 0.751 0.255 -0.341

Need the Mulliken charges? In units of e they are:
1. N -0.687
2. N -0.287
3. C -0.432
4. C -1.022
5. C 0.052
6. H 0.281
7. H 0.276
8. H 0.355
9. H 0.242
10. H 0.283
11. H 0.309
12. H 0.298
13. H 0.331

=====

No. 4
A cluster of 2 separate species, C3H8N2 in total at a distorted geometry. Source: the OMol25 dataset; level of theory: ωB97M-V/def2-TZVPD.

Summary:
- structure (SMILES) = [H]/N=C/N.C=C
- LUMO (Eh) = 0.032
- HOMO level (eV) = -9.57
- energy above the lowest of the compared OMol25 structures with the same formula, charge and spin (kJ/mol) = 295.1

Cartesian coordinates (Å):
N (1.23307, 0.08364, -2.62000)
N (1.78519, 1.27440, -0.63306)
C (-1.61481, -0.75552, 2.25432)
C (1.28918, 0.18577, -1.34660)
C (-1.36721, -0.65136, 0.92289)
H (-1.84405, 0.13058, 2.83597)
H (-0.92482, -1.53372, 0.41116)
H (1.01634, 1.81168, -0.12965)
H (0.53675, -0.66350, -2.88138)
H (-1.81762, -1.70534, 2.72517)
H (-1.14837, 0.23794, 0.42260)
H (2.41552, 1.86937, -1.17909)
H (0.44084, -0.28394, -0.78234)

Atoms 1-2, force components in eV/Å:
N 0.294 -0.963 -0.005
N 0.144 0.589 0.415

Need the Mulliken charges? In units of e they are:
1. N -0.664
2. N -0.520
3. C -0.496
4. C 0.738
5. C -0.484
6. H 0.248
7. H 0.163
8. H 0.257
9. H 0.242
10. H 0.253
11. H 0.279
12. H 0.256
13. H -0.273

=====

No. 5
A structure of composition C3H8N2 at a distorted geometry. Source: the OMol25 dataset; level of theory: ωB97M-V/def2-TZVPD.

Summary:
- LUMO (Eh) = 0.041
- HOMO level (eV) = -9.23
- energy above the lowest of the compared OMol25 structures with the same formula, charge and spin (kJ/mol) = 471.6

Cartesian coordinates (Å):
N (0.13546, -1.22458, -1.28088)
N (-1.21160, -0.71265, -1.20807)
C (0.09303, -0.80515, 1.39593)
C (0.31911, 1.28688, -0.72217)
C (-0.07836, -0.12964, -0.47045)
H (1.03329, -0.67052, 1.83657)
H (1.00397, 1.60133, 0.07293)
H (-0.73870, -0.17507, 1.80094)
H (-1.75185, -1.34099, -0.66683)
H (-0.32733, -1.79183, 1.03548)
H (0.86387, 1.22168, -1.67108)
H (-0.53853, 1.86515, -0.58170)
H (0.50214, -0.88764, -2.10081)

Atoms 1-2, force components in eV/Å:
N 0.570 -1.914 1.040
N 0.443 1.996 -0.181

Need the Mulliken charges? In units of e they are:
1. N -0.507
2. N -0.500
3. C -0.888
4. C -1.009
5. C 0.695
6. H 0.373
7. H 0.262
8. H 0.279
9. H 0.249
10. H 0.226
11. H 0.336
12. H 0.274
13. H 0.212

=====

No. 6
The molecule C3H8N2 at a distorted geometry. Source: the OMol25 dataset; level of theory: ωB97M-V/def2-TZVPD.

Summary:
- structure (SMILES) = N[C@@H]1C[C@@H]1N
- LUMO (Eh) = 0.042
- HOMO level (eV) = -8.56
- energy above the lowest of the compared OMol25 structures with the same formula, charge and spin (kJ/mol) = 234.1

Cartesian coordinates (Å):
N (0.46212, 1.30661, 0.85016)
N (1.15480, -1.02067, -0.56377)
C (-0.20686, -0.87871, -0.20391)
C (-1.02716, 0.26045, -0.78743)
C (-0.57172, 0.35805, 0.62507)
H (0.02094, 2.18298, 1.34996)
H (1.20163, -1.43780, -1.49118)
H (1.69033, -1.65286, 0.06220)
H (-0.45122, 0.91640, -1.51508)
H (-0.72263, -1.81318, -0.08321)
H (-1.36593, 0.24712, 1.38062)
H (1.23942, 0.91231, 1.47790)
H (-2.09654, 0.20469, -0.98832)

Atoms 1-2, force components in eV/Å:
N 0.840 1.890 2.774
N 1.329 -0.640 -0.524

Need the Mulliken charges? In units of e they are:
1. N -0.614
2. N -0.625
3. C -0.068
4. C -0.711
5. C 0.000
6. H 0.236
7. H 0.226
8. H 0.213
9. H 0.282
10. H 0.297
11. H 0.276
12. H 0.244
13. H 0.246

=====

No. 7
The molecule C3H8N2 at a distorted geometry. Source: the OMol25 dataset; level of theory: ωB97M-V/def2-TZVPD.

Summary:
- structure (SMILES) = [H]/N=C(/C)NC
- LUMO (Eh) = 0.030
- HOMO level (eV) = -8.65
- energy above the lowest of the compared OMol25 structures with the same formula, charge and spin (kJ/mol) = 247.3

Cartesian coordinates (Å):
N (-1.69287, -0.89053, 0.05091)
N (0.64451, -0.63868, -0.12147)
C (1.94919, 0.03036, 0.05313)
C (-0.65919, -0.06290, -0.10700)
C (-0.73182, 1.44658, 0.02851)
H (2.13512, 0.45851, -1.06324)
H (0.03099, 1.79913, -0.74516)
H (2.69905, -0.72005, 0.25596)
H (-1.75081, 1.76709, -0.12198)
H (1.89686, 0.77696, 0.89647)
H (0.66526, -1.66287, 0.45405)
H (-0.41779, 1.71442, 0.99766)
H (-1.26922, -1.91286, -0.02764)

Atoms 1-2, force components in eV/Å:
N 3.011 0.219 -1.146
N 0.026 -3.772 2.383

Need the Mulliken charges? In units of e they are:
1. N -0.689
2. N -0.389
3. C -0.807
4. C 0.686
5. C -0.951
6. H 0.249
7. H 0.285
8. H 0.357
9. H 0.291
10. H 0.247
11. H 0.251
12. H 0.272
13. H 0.200

=====

No. 8
A cluster of 2 separate species, C3H8N2 in total at a distorted geometry. Source: the OMol25 dataset; level of theory: ωB97M-V/def2-TZVPD.

Summary:
- structure (SMILES) = C=CN.C=N
- LUMO (Eh) = 0.026
- HOMO level (eV) = -8.60
- energy above the lowest of the compared OMol25 structures with the same formula, charge and spin (kJ/mol) = 271.8

Cartesian coordinates (Å):
N (-0.79436, 1.05014, 0.81206)
N (2.22149, -3.38319, -3.39654)
C (-1.09114, 1.84532, 1.90582)
C (-1.92373, 2.87275, 2.04527)
C (2.14027, -3.10434, -2.16815)
H (-2.03481, 3.21941, 3.05603)
H (-0.95086, 1.51220, -0.08311)
H (0.16551, 0.73951, 0.69873)
H (2.98515, -3.03935, -1.49352)
H (1.16486, -2.86738, -1.74644)
H (-2.56185, 3.26372, 1.26486)
H (-0.60786, 1.52827, 2.82738)
H (1.28733, -3.63707, -3.72238)

Atoms 1-2, force components in eV/Å:
N 0.360 0.259 -1.654
N 0.508 -1.141 0.257

Need the Mulliken charges? In units of e they are:
1. N -0.519
2. N -0.472
3. C 0.077
4. C -0.761
5. C -0.226
6. H 0.219
7. H 0.241
8. H 0.252
9. H 0.258
10. H 0.183
11. H 0.257
12. H 0.235
13. H 0.257

=====

Repeat the eighth record exactly.
A cluster of 2 separate species, C3H8N2 in total at a distorted geometry. Source: the OMol25 dataset; level of theory: ωB97M-V/def2-TZVPD.

Summary:
- structure (SMILES) = C=CN.C=N
- LUMO (Eh) = 0.026
- HOMO level (eV) = -8.60
- energy above the lowest of the compared OMol25 structures with the same formula, charge and spin (kJ/mol) = 271.8

Cartesian coordinates (Å):
N (-0.79436, 1.05014, 0.81206)
N (2.22149, -3.38319, -3.39654)
C (-1.09114, 1.84532, 1.90582)
C (-1.92373, 2.87275, 2.04527)
C (2.14027, -3.10434, -2.16815)
H (-2.03481, 3.21941, 3.05603)
H (-0.95086, 1.51220, -0.08311)
H (0.16551, 0.73951, 0.69873)
H (2.98515, -3.03935, -1.49352)
H (1.16486, -2.86738, -1.74644)
H (-2.56185, 3.26372, 1.26486)
H (-0.60786, 1.52827, 2.82738)
H (1.28733, -3.63707, -3.72238)

Atoms 1-2, force components in eV/Å:
N 0.360 0.259 -1.654
N 0.508 -1.141 0.257

Need the Mulliken charges? In units of e they are:
1. N -0.519
2. N -0.472
3. C 0.077
4. C -0.761
5. C -0.226
6. H 0.219
7. H 0.241
8. H 0.252
9. H 0.258
10. H 0.183
11. H 0.257
12. H 0.235
13. H 0.257